(1)
C5H10N2O in the gas phase at a distorted geometry. Source: the OMol25 dataset; level of theory: ωB97M-V/def2-TZVPD.

Energy above the lowest of the compared OMol25 structures with the same formula, charge and spin, kcal per mole: 28.1
Molar mass, g mol⁻¹: 114.1
E_HOMO, hartree: -0.3092
Structure (SMILES): [H]/N=C(/N)C/C(C)=C/O
Gap between HOMO and LUMO, eV: 9.155
Energy, eV: -10374.085

```
! wB97M-V def2-TZVPD RIJCOSX def2/J DEFGRID3
* xyz 0 1
H -1.82548 0.10944 1.37477
N -2.13484 -0.25732 0.46923
C -1.23445 -1.02493 -0.07618
N -1.60603 -1.83154 -1.11372
C 0.19316 -1.06428 0.45499
C 0.76856 0.30518 0.15618
C 0.98763 1.21464 1.32890
C 0.92062 0.62554 -1.14831
O 1.24678 1.85311 -1.64589
H -2.51835 -1.58232 -1.48140
H -0.91652 -1.98362 -1.83826
H 0.77356 -1.84633 -0.04862
H 0.17369 -1.26785 1.53107
H 0.09239 1.26787 1.95512
H 1.81256 0.83087 1.93974
H 1.23462 2.23797 1.03879
H 0.89932 -0.10180 -1.95319
H 1.13277 2.51538 -0.94320
*
```

Löwdin atomic charge list, values in e, 5 entries:
1. H 0.028
2. N 0.097
3. C -0.514
4. N 0.117
5. C -0.113

(2)
2 unconnected molecules or ions with the total composition C4H6O2P at a distorted geometry. Source: the OMol25 dataset; level of theory: ωB97M-V/def2-TZVPD.

Energy above the lowest of the compared OMol25 structures with the same formula, charge and spin, kcal per mole: 87.9
Molar mass, g mol⁻¹: 117.1
E_HOMO (spin up / spin down), hartree: -0.1084 / -0.1083
Gap between HOMO and LUMO (spin up / spin down), eV: 6.520 / 6.518
Energy, eV: -17626.626

```
! wB97M-V def2-TZVPD RIJCOSX def2/J DEFGRID3
* xyz -1 1
C 0.88962 -0.06850 -0.80892
C -0.33033 0.10010 -1.14722
C 0.28208 1.16196 1.14660
C 1.36030 0.24173 0.60817
O -2.33488 1.69542 0.31038
O -1.83597 -2.42043 0.26336
P -1.16138 0.83110 0.33301
H 1.58086 -0.34693 -1.60200
H -0.67005 -0.13383 -2.15283
H 0.13402 1.26016 2.19785
H 1.52320 -0.59143 1.14498
H 2.42999 0.65966 0.43775
H -1.86745 -2.38900 -0.73115
*
```

Löwdin atomic charge list, values in e, 5 entries:
1. C -0.234
2. C -0.210
3. C -0.272
4. C -0.275
5. O -0.389